{"formula": "C30H48BrN3P2ReSe", "method": "ωB97M-V/def2-TZVPD", "total_charge": 4, "homo_energy_ev": [-19.70, -19.71], "e_lumo_ev": [-14.2, -14.4], "spin_multiplicity": 4, "gap_ev": [5.52, 5.28], "relative_energy_kcal_mol": 9.8, "s2": 4.017, "energy_ha": -7071.03264, "largest_force_ev_per_a": 5.51, "elements": ["N", "C", "C", "C", "C", "C", "C", "Re", "P", "C", "C", "C", "C", "C", "C", "C", "Br", "H", "H", "H", "H", "H", "H", "H", "H", "H", "H", "P", "C", "C", "H", "H", "H", "H", "H", "C", "C", "H", "H", "H", "H", "H", "C", "C", "H", "H", "H", "H", "H", "C", "C", "H", "H", "H", "H", "H", "C", "C", "H", "H", "H", "H", "H", "C", "C", "H", "H", "H", "H", "H", "C", "N", "C", "C", "N", "C", "C", "Se", "H", "H", "H", "H", "H", "H", "H", "H"], "coordinates": [[0.364, 3.661, 5.997], [-0.785, 2.979, 5.978], [-0.856, 1.636, 5.596], [0.337, 0.988, 5.198], [1.564, 1.675, 5.394], [1.510, 3.041, 5.710], [0.288, -0.263, 4.488], [0.568, -1.069, -0.441], [-0.208, -1.711, -2.972], [1.332, -0.681, 3.702], [1.237, -1.314, 2.382], [2.380, -1.585, 1.646], [2.279, -2.201, 0.370], [1.112, -2.983, 0.102], [-0.091, -2.657, 0.763], [-0.006, -1.530, 1.645], [1.190, -4.224, -1.435], [-0.637, -0.836, 4.576], [2.357, -0.473, 4.023], [-1.815, 1.125, 5.507], [2.530, 1.196, 5.235], [-1.695, 3.509, 6.271], [2.428, 3.641, 5.737], [3.358, -1.288, 2.019], [-0.910, -1.175, 2.127], [3.170, -2.367, -0.229], [-1.017, -3.197, 0.598], [1.886, 1.098, -0.691], [-1.608, -2.885, -2.692], [-1.864, -3.939, -3.762], [-2.490, -2.246, -2.543], [-1.404, -3.370, -1.726], [-2.699, -4.570, -3.424], [-2.165, -3.502, -4.724], [-1.004, -4.601, -3.920], [1.076, -2.335, -4.145], [0.702, -2.556, -5.607], [1.452, -3.267, -3.693], [1.900, -1.606, -4.074], [1.559, -3.019, -6.117], [-0.154, -3.234, -5.725], [0.495, -1.611, -6.126], [-1.005, -0.287, -3.820], [-2.020, -0.582, -4.925], [-0.183, 0.335, -4.203], [-1.498, 0.284, -3.015], [-2.309, 0.367, -5.398], [-1.619, -1.230, -5.716], [-2.938, -1.039, -4.532], [0.974, 2.591, -1.303], [0.698, 2.606, -2.807], [1.547, 3.488, -1.012], [0.019, 2.621, -0.750], [0.770, 3.631, -3.197], [1.414, 1.997, -3.374], [-0.314, 2.249, -3.029], [3.344, 0.999, -1.815], [4.539, 0.205, -1.301], [3.651, 2.029, -2.058], [2.967, 0.549, -2.745], [5.364, 0.290, -2.020], [4.914, 0.576, -0.339], [4.296, -0.858, -1.195], [2.561, 1.708, 0.916], [1.619, 2.593, 1.727], [3.507, 2.235, 0.710], [2.821, 0.807, 1.493], [2.094, 2.891, 2.670], [1.346, 3.518, 1.200], [0.697, 2.056, 1.988], [-2.198, 2.936, 1.905], [-2.973, 1.707, 1.910], [-4.078, 1.496, 2.737], [-4.529, 0.245, 2.474], [-3.698, -0.297, 1.507], [-3.818, -1.641, 0.964], [-2.729, 0.589, 1.152], [-1.501, 0.351, -0.340], [-1.782, 3.118, 2.907], [-2.834, 3.789, 1.635], [-1.385, 2.833, 1.177], [-4.448, 2.241, 3.420], [-5.366, -0.315, 2.867], [-2.967, -2.259, 1.276], [-4.741, -2.065, 1.372], [-3.877, -1.613, -0.129]], "forces_ev_per_angstrom": [[0.0, 0.1, -0.2], [-0.2, -0.6, 0.0], [-0.1, 0.3, -0.3], [0.5, -0.7, 0.4], [0.1, 1.0, -0.4], [0.3, -0.8, 0.2], [-1.0, 1.0, 1.1], [-0.8, 4.9, -2.3], [-0.7, 0.3, -0.2], [1.1, -1.3, -2.7], [-0.8, 1.1, 2.3], [0.9, -0.2, -1.0], [1.3, -0.4, 0.7], [-0.4, -2.4, -1.4], [-0.1, -1.9, 1.4], [-0.7, -1.4, 1.1], [0.2, 0.2, 2.1], [-0.1, 0.3, -0.6], [-0.3, 0.3, -0.2], [0.2, 0.1, 0.1], [-0.3, 0.2, 0.1], [0.4, -0.1, 0.0], [-0.4, -0.2, 0.2], [0.0, -0.1, -0.1], [0.0, -0.1, -0.3], [-0.1, -0.1, 0.2], [0.1, 0.1, -0.1], [0.6, 1.1, -0.6], [0.2, 0.1, 0.7], [-0.3, -0.3, -0.3], [0.2, 0.0, -0.1], [-0.2, 0.0, -0.3], [0.2, 0.2, -0.1], [0.2, -0.1, 0.3], [-0.1, 0.2, 0.0], [0.7, -0.3, 0.9], [-0.4, 0.1, -0.5], [-0.1, 0.5, -0.5], [-0.2, -0.2, 0.0], [-0.2, 0.1, 0.2], [0.3, 0.3, 0.0], [0.0, -0.3, 0.1], [0.4, 0.5, 0.6], [-0.3, -0.4, -0.3], [-0.2, -0.1, 0.1], [0.1, 0.0, -0.4], [0.1, -0.2, 0.2], [-0.2, 0.2, 0.3], [0.3, 0.1, -0.1], [-0.4, -0.1, 0.2], [-0.1, 0.1, -0.4], [0.1, -0.5, 0.0], [0.5, 0.2, -0.2], [0.0, -0.3, 0.1], [-0.2, 0.2, 0.1], [0.3, 0.1, 0.1], [-0.2, -0.2, -0.2], [0.2, -0.1, 0.1], [-0.3, -0.2, 0.2], [0.2, 0.2, 0.1], [-0.2, -0.1, 0.2], [-0.1, 0.0, -0.2], [0.1, 0.2, -0.1], [0.2, -0.5, 0.4], [-0.2, 0.1, 0.1], [-0.3, -0.1, -0.2], [0.1, 0.5, -0.1], [0.0, -0.1, -0.3], [0.1, -0.3, 0.2], [0.1, 0.1, 0.0], [0.3, 0.6, 0.0], [0.0, -0.9, -0.2], [0.8, -0.3, -0.9], [0.4, -0.3, -0.5], [0.6, 0.5, 0.0], [-0.4, -0.5, 0.0], [-0.8, 0.0, 1.3], [-0.7, 0.8, 0.0], [-0.1, -0.1, -0.3], [0.2, -0.3, 0.0], [-0.3, 0.1, 0.2], [0.0, 0.1, 0.0], [0.1, 0.1, 0.0], [-0.3, 0.2, 0.0], [0.3, -0.1, -0.2], [-0.1, 0.0, 0.3]]}